DFT (ωB97M-V with the def2-TZVPD basis set) results for a molecular structure, C47H74CsGeN6SSi6.

```
136
C47H74CsGeN6SSi6 ωB97M-V with the def2-TZVPD basis set
Cs -0.78 0.13 -0.56
Ge -2.85 1.88 1.79
S -5.00 -7.24 -1.95
Si 3.89 -0.97 -1.24
Si 0.00 1.83 -6.03
Si -3.66 0.91 3.82
Si 4.05 0.36 0.69
Si -4.95 1.99 0.65
Si -2.82 4.12 2.58
N -5.12 -5.71 -2.58
N -0.87 -3.14 -0.09
N -3.68 -7.04 -0.96
N 0.28 -1.15 3.25
N -2.44 -1.70 -1.82
N 0.71 3.29 -0.44
C -4.28 -1.53 -3.34
C -5.64 0.25 0.40
C -1.02 0.66 -7.08
C 1.54 -2.18 6.28
C 0.25 -2.47 5.51
C -3.17 -1.00 -2.65
C 0.63 5.25 -1.81
C 0.85 7.58 -0.85
C 0.29 -1.72 4.24
C 5.83 -0.27 0.42
C -6.44 2.98 1.30
C -4.17 4.80 3.74
C 3.67 -0.21 -2.91
C 0.46 0.85 -3.21
C 3.11 -2.66 -1.01
C 0.26 1.25 -4.36
C 5.74 -1.04 -0.76
C -0.12 -3.83 0.75
C -1.21 4.43 3.59
C 0.59 3.87 -1.64
C 0.94 5.47 0.53
C -4.12 -5.01 -2.01
C 7.07 -0.10 1.04
C -2.77 5.38 1.16
C -2.73 -3.01 -1.61
C 8.20 -0.68 0.50
C 1.63 2.06 -6.95
C 0.15 -3.97 5.18
C 0.80 6.08 -0.72
C 3.98 2.23 0.57
C -5.41 1.22 4.47
C -2.22 -5.13 -0.44
C -4.60 -2.84 -3.14
C -2.52 1.32 5.29
C -3.52 -0.98 3.70
C 8.11 -1.44 -0.67
C -0.35 -5.18 1.06
C -4.69 2.69 -1.10
C 3.38 -0.21 2.34
C -0.98 -2.02 6.31
C -1.39 -5.82 0.46
C -3.83 -3.63 -2.26
C 6.89 -1.62 -1.30
C -1.91 -3.76 -0.69
C -3.32 -5.76 -1.11
C 0.88 4.09 0.62
C -0.86 3.50 -6.10
H 3.97 0.20 3.16
H -3.75 2.33 -1.54
H -6.11 -0.11 1.32
H -3.98 5.86 3.98
H -1.62 -6.86 0.66
H -5.60 2.29 4.59
H -2.16 5.01 0.33
H 4.34 0.65 -3.01
H -1.00 3.83 -7.14
H -5.45 -3.31 -3.63
H 1.63 -1.11 6.49
H -2.50 -1.25 3.41
H -1.49 1.07 5.02
H -0.28 4.26 -5.58
H 2.25 2.80 -6.44
H -6.69 2.68 2.32
H 4.94 2.63 0.23
H -5.16 4.72 3.30
H 1.00 -4.29 4.58
H 1.46 2.39 -7.98
H -0.63 3.51 3.67
H -2.36 6.34 1.48
H 0.53 5.67 -2.81
H -3.78 5.56 0.77
H -6.39 0.22 -0.40
H -5.57 0.73 5.43
H -1.90 -2.26 5.77
H 3.40 -1.30 2.41
H -4.62 3.79 -1.07
H 2.19 1.12 -6.98
H -1.13 1.03 -8.10
H -2.81 0.74 6.18
H -0.99 -2.52 7.28
H 7.15 0.49 1.95
H 9.17 -0.55 0.98
H 3.21 2.54 -0.15
H 1.84 7.95 -0.58
H 2.02 -2.60 -1.05
H -0.76 -4.19 4.64
H 1.52 -2.72 7.23
H 9.01 -1.89 -1.09
H 0.64 7.88 -1.88
H -4.85 -0.46 0.14
H 2.41 -2.49 5.71
H 0.15 -4.54 6.11
H -2.02 0.52 -6.66
H 0.97 3.60 1.58
H -5.51 2.41 -1.77
H 3.39 -3.06 -0.03
H 1.08 6.07 1.42
H -6.16 0.84 3.76
H -1.44 4.76 4.61
H 2.64 0.14 -3.06
H 0.12 8.05 -0.20
H -0.58 5.19 3.12
H -7.31 2.81 0.66
H -2.88 0.04 -2.80
H -0.96 -0.94 6.48
H 0.31 -5.69 1.76
H 3.73 2.69 1.53
H -6.23 4.05 1.31
H -0.55 -0.33 -7.12
H 3.90 -0.92 -3.71
H 3.44 -3.36 -1.78
H -3.76 -1.48 4.65
H -4.85 -0.90 -4.01
H -4.18 -1.39 2.92
H 0.47 3.19 -2.47
H 2.34 0.10 2.47
H -4.18 4.24 4.68
H -2.55 2.38 5.55
H -1.85 3.46 -5.62
H 6.84 -2.22 -2.20
H 0.70 -3.29 1.21
```

The calculation puts the orbital gap (spin up / spin down) at 3.60 / 5.55 eV. The LUMO energy (spin up / spin down) comes out at 3.331 / 3.330 eV. The molecular weight is 1129.25 g mol⁻¹. Its multiplicity is 2. As for the calculated total energy: -6396.23286 a.u. For the highest occupied orbital energy (spin up / spin down), the calculation gives -0.267 / -2.220 eV. Its relative energy (zero: lowest compared OMol25 entry of this formula, charge and spin) is 21.3 kcal/mol. The total charge is -2.



DFT (ωB97M-V with the def2-TZVPD basis set) results for 2 unconnected molecules or ions with the total composition C5H14N2.

```
21
C5H14N2 ωB97M-V with the def2-TZVPD basis set
N 1.80 0.78 -0.65
N -2.38 -1.19 0.48
C 2.36 2.63 0.89
C -3.09 -0.71 -0.72
C 1.77 1.19 0.75
C 1.34 -0.39 -0.94
C -1.37 -2.15 0.07
H 1.30 -0.75 -1.97
H 2.49 0.63 1.31
H 1.89 3.39 0.23
H -2.43 -0.36 -1.48
H 3.41 2.55 0.57
H -0.76 -1.81 -0.80
H -1.92 -0.37 0.85
H 2.32 3.04 1.92
H -1.89 -3.08 -0.18
H -3.82 0.04 -0.42
H 0.77 1.07 1.21
H 0.99 -1.12 -0.14
H -0.74 -2.33 0.93
H -3.63 -1.55 -1.15
```

The calculation puts the orbital gap at 10.19 eV. The LUMO energy comes out at 0.988 eV. The molecular weight is 102.18 g mol⁻¹. As for the calculated total energy: -308.34630 a.u. For the highest occupied orbital energy, the calculation gives -9.200 eV. Its relative energy (zero: lowest compared OMol25 entry of this formula, charge and spin) is 48.2 kcal/mol.